ORCA calculation (the ωB97M-V functional and the def2-TZVPD basis) on 2 unconnected molecules or ions with the total composition C5H10O2.

Geometry (Å):
1 C 2.18 -0.04 -0.38
2 C 1.34 -0.65 0.71
3 O -0.37 1.08 -1.26
4 C -1.49 1.18 -0.80
5 C -1.88 0.87 0.62
6 C 0.28 -1.44 0.54
7 O -0.32 -1.78 -0.64
8 H 2.12 1.06 -0.37
9 H 1.88 -0.36 -1.38
10 H 3.23 -0.32 -0.24
11 H 1.61 -0.43 1.73
12 H -2.31 1.52 -1.45
13 H -2.60 1.61 0.98
14 H -1.01 0.82 1.27
15 H -2.38 -0.11 0.62
16 H -0.25 -1.88 1.38
17 H -0.02 -1.17 -1.32

Summary:
SMILES string ... C/C=C\O.CC=O
Relative energy (zero: lowest compared OMol25 entry of this formula, charge and spin) ... 2.0877 eV
Multiplicity ... 1
Electronic energy ... -346.94871 Ha
Kohn-Sham gap ... 9.5 eV


ORCA calculation (the ωB97M-V functional and the def2-TZVPD basis) on 3 unconnected molecules or ions with the total composition C12H26N3O6 at a distorted geometry.

Geometry (Å):
1 C 3.43 -2.88 1.69
2 C 3.30 -1.65 1.21
3 C 1.93 -1.11 0.89
4 N 1.88 0.39 0.93
5 C 0.66 0.91 0.22
6 C -0.20 1.60 1.29
7 C 0.29 1.02 2.63
8 O -0.21 -0.24 3.01
9 C -1.61 -0.46 2.85
10 C -1.94 -1.28 1.60
11 C -2.97 -0.64 0.66
12 O -2.41 -2.56 2.02
13 C 1.78 0.92 2.33
14 H 2.56 -3.38 2.12
15 H 4.36 -3.44 1.64
16 H 4.17 -1.02 1.04
17 H 1.65 -1.44 -0.11
18 H 1.22 -1.48 1.63
19 H 2.69 0.74 0.41
20 H 0.92 1.64 -0.55
21 H 0.08 0.14 -0.29
22 H 0.02 2.67 1.28
23 H -1.27 1.54 1.11
24 H 0.19 1.78 3.41
25 H -1.92 -1.06 3.71
26 H -2.17 0.47 2.89
27 H -1.01 -1.45 1.03
28 H -2.78 -0.97 -0.36
29 H -3.96 -0.95 0.98
30 H -2.94 0.45 0.67
31 H -2.10 -3.24 1.42
32 H 2.42 0.38 3.02
33 H 2.15 1.95 2.31
34 C -4.43 -0.79 -3.08
35 N -3.07 -0.37 -3.55
36 O -2.48 0.46 -2.89
37 O -2.64 -0.90 -4.55
38 H -4.66 -0.23 -2.19
39 H -5.13 -0.58 -3.88
40 H -4.39 -1.85 -2.89
41 C 2.96 2.27 -4.24
42 N 2.27 2.61 -2.96
43 O 1.63 3.63 -2.90
44 O 2.38 1.81 -2.04
45 H 2.76 3.07 -4.95
46 H 4.02 2.19 -4.01
47 H 2.57 1.32 -4.58

Summary:
Relative energy (zero: lowest compared OMol25 entry of this formula, charge and spin) ... 0.0000 eV
Total charge ... +1
Multiplicity ... 1
Electronic energy ... -1088.06656 Ha
Kohn-Sham gap ... 10.2 eV


ORCA calculation (the ωB97M-V functional and the def2-TZVPD basis) on a molecular structure, C4H5CoO6 at a distorted geometry.

Geometry (Å):
1 H 1.32 0.32 -0.98
2 C 0.57 0.01 -0.25
3 C 0.53 -1.50 -0.19
4 O 0.55 -2.15 -1.45
5 C -0.52 -2.30 -2.28
6 O -1.65 -1.96 -1.81
7 O -0.22 -2.38 -3.47
8 Co -2.34 -0.29 -1.25
9 O -0.71 0.52 -0.59
10 H 0.87 0.41 0.73
11 H -0.31 -1.87 0.41
12 H 1.45 -1.84 0.32
13 H 0.13 1.13 -2.97
14 O -2.18 1.57 -1.88
15 O 0.02 1.95 -2.37
16 C -0.96 1.75 -1.46

Summary:
Relative energy (zero: lowest compared OMol25 entry of this formula, charge and spin) ... 0.0000 eV
Total charge ... +1
Expectation value of S² ... 8.77
Multiplicity ... 6
Electronic energy ... -1989.17430 Ha
Kohn-Sham gap (spin up / spin down) ... 7.1 / 5.5 eV


ORCA calculation (the ωB97M-V functional and the def2-TZVPD basis) on 8 unconnected molecules or ions with the total composition C16H38Cl4N6O6 at a distorted geometry.

Geometry (Å):
1 Cl 13.50 -21.43 -14.15
2 C 12.55 -22.75 -14.95
3 C 12.90 -24.13 -14.37
4 Cl 12.26 -25.54 -15.32
5 H 12.72 -22.63 -16.02
6 H 11.50 -22.51 -14.79
7 H 12.63 -24.22 -13.31
8 H 13.99 -24.15 -14.37
9 Cl 16.95 -24.61 -13.70
10 C 16.33 -25.39 -12.28
11 C 15.47 -24.37 -11.38
12 Cl 16.29 -22.78 -11.25
13 H 17.28 -25.56 -11.77
14 H 15.81 -26.33 -12.47
15 H 15.46 -24.81 -10.39
16 H 14.50 -24.28 -11.89
17 O 13.52 -27.20 -10.85
18 C 12.87 -28.09 -11.42
19 N 13.06 -29.33 -11.02
20 C 12.03 -27.95 -12.72
21 H 13.65 -29.53 -10.22
22 H 12.78 -30.11 -11.59
23 H 11.01 -28.32 -12.65
24 H 12.61 -28.64 -13.33
25 H 12.05 -27.00 -13.25
26 O 19.12 -18.35 -13.91
27 C 18.54 -19.38 -13.80
28 N 18.50 -19.98 -12.59
29 C 17.86 -20.10 -14.94
30 H 18.75 -19.38 -11.82
31 H 18.04 -20.85 -12.36
32 H 16.77 -19.99 -14.97
33 H 18.24 -21.12 -15.00
34 H 18.09 -19.64 -15.90
35 O 19.96 -27.56 -15.78
36 C 19.68 -28.43 -14.95
37 N 20.41 -29.54 -14.93
38 C 18.29 -28.37 -14.26
39 H 21.28 -29.47 -15.44
40 H 20.06 -30.36 -14.46
41 H 18.47 -27.41 -13.77
42 H 18.16 -29.15 -13.51
43 H 17.56 -28.40 -15.07
44 O 18.05 -27.97 -8.37
45 C 17.08 -28.24 -9.07
46 N 16.04 -27.44 -9.16
47 C 17.12 -29.46 -9.93
48 H 16.04 -26.55 -8.68
49 H 15.20 -27.80 -9.59
50 H 16.30 -29.34 -10.64
51 H 17.05 -30.37 -9.34
52 H 17.99 -29.57 -10.58
53 O 15.76 -24.79 -8.16
54 C 14.95 -24.56 -7.27
55 N 15.09 -23.50 -6.50
56 C 13.95 -25.61 -6.84
57 H 15.92 -22.95 -6.66
58 H 14.47 -23.34 -5.71
59 H 14.29 -26.32 -6.09
60 H 13.68 -26.15 -7.75
61 H 13.07 -25.15 -6.39
62 O 21.89 -25.31 -8.74
63 C 20.84 -25.92 -8.83
64 N 20.83 -27.02 -8.08
65 C 19.62 -25.49 -9.55
66 H 21.74 -27.10 -7.66
67 H 20.02 -27.61 -7.97
68 H 19.79 -24.46 -9.89
69 H 18.72 -25.56 -8.95
70 H 19.55 -26.18 -10.39

Summary:
Total charge ... +1
Expectation value of S² ... 0.75
Multiplicity ... 2
Electronic energy ... -3252.96667 Ha
Kohn-Sham gap (spin up / spin down) ... 7.7 / 2.5 eV


ORCA calculation (the ωB97M-V functional and the def2-TZVPD basis) on a single C5H13NO molecule at a distorted geometry.

Geometry (Å):
1 C -1.27 -0.59 0.75
2 O -2.19 -1.73 0.68
3 C -0.08 -0.85 -0.12
4 C 0.88 0.40 -0.17
5 C 0.26 1.67 -0.72
6 C 1.76 0.45 1.11
7 N -0.68 -0.84 -1.50
8 H -0.96 -0.42 1.81
9 H -1.83 0.30 0.49
10 H -3.02 -1.23 0.57
11 H 0.43 -1.79 0.09
12 H 1.62 0.03 -0.90
13 H 0.10 1.63 -1.79
14 H 0.86 2.54 -0.42
15 H -0.74 1.96 -0.32
16 H 2.06 -0.57 1.36
17 H 1.23 0.73 2.03
18 H 2.67 1.00 0.81
19 H -1.20 -1.70 -1.63
20 H 0.10 -1.00 -2.14

Summary:
SMILES string ... CC(C)[C@H](N)CO
Relative energy (zero: lowest compared OMol25 entry of this formula, charge and spin) ... 1.3585 eV
Multiplicity ... 1
Electronic energy ... -328.26892 Ha
Kohn-Sham gap ... 10.6 eV


ORCA calculation (the ωB97M-V functional and the def2-TZVPD basis) on 2 unconnected molecules or ions with the total composition C4H12OS2 at a distorted geometry.

Geometry (Å):
1 C -0.91 2.60 -0.53
2 C -1.49 3.22 0.72
3 S -1.36 2.17 2.25
4 S -1.74 0.26 1.61
5 C -0.05 -0.42 1.34
6 C -0.17 -1.59 0.37
7 H 0.19 2.65 -0.38
8 H -1.15 3.14 -1.44
9 H -1.06 1.53 -0.56
10 H -2.55 3.40 0.72
11 H -1.02 4.16 1.00
12 H 0.56 0.38 0.95
13 H 0.38 -0.64 2.32
14 H 0.81 -2.06 0.25
15 H -0.62 -1.23 -0.55
16 H -0.81 -2.37 0.78
17 H 4.00 -4.38 -2.80
18 H 3.66 -5.75 -3.30
19 O 3.32 -5.06 -2.73

Summary:
SMILES string ... CCSSCC.O
Relative energy (zero: lowest compared OMol25 entry of this formula, charge and spin) ... 0.3196 eV
Multiplicity ... 1
Electronic energy ... -1031.20607 Ha
Kohn-Sham gap ... 9.6 eV


ORCA calculation (the ωB97M-V functional and the def2-TZVPD basis) on a molecular structure, C18H45F6N3O6PSr at a distorted geometry.

Geometry (Å):
1 Sr -2.10 -0.96 4.16
2 P 0.00 1.54 1.73
3 F -0.49 2.78 2.59
4 F 1.42 1.75 2.48
5 F -0.53 0.49 2.92
6 F 0.61 0.22 0.94
7 F -1.42 1.43 1.04
8 F 0.46 2.57 0.52
9 C -4.26 -3.75 -1.94
10 O -2.97 -4.39 -1.90
11 C -2.86 -5.80 -1.79
12 C -1.51 -6.26 -2.32
13 N -0.34 -5.75 -1.72
14 C -0.08 -6.23 -0.35
15 C 1.29 -5.54 0.05
16 O 1.11 -4.19 0.64
17 C 1.94 -3.20 -0.12
18 H -4.74 -3.86 -0.97
19 H -4.93 -4.19 -2.68
20 H -4.20 -2.67 -2.04
21 H -3.71 -6.21 -2.33
22 H -3.02 -6.20 -0.79
23 H -1.55 -6.04 -3.39
24 H -1.57 -7.33 -2.15
25 H -0.45 -4.75 -1.62
26 H 0.07 -7.30 -0.32
27 H -0.93 -6.06 0.31
28 H 2.00 -5.52 -0.77
29 H 1.66 -6.27 0.77
30 H 2.99 -3.24 0.17
31 H 1.88 -2.13 0.05
32 H 1.80 -3.20 -1.20
33 C -1.74 2.51 5.74
34 O -2.51 1.71 4.78
35 C -3.54 2.60 4.29
36 C -4.43 1.76 3.31
37 N -3.63 0.70 2.68
38 C -4.51 -0.19 1.98
39 C -3.79 -0.92 0.78
40 O -2.59 -1.56 1.24
41 C -1.71 -1.82 0.12
42 H -1.09 1.77 6.22
43 H -2.43 2.85 6.52
44 H -1.13 3.25 5.22
45 H -3.24 3.55 3.84
46 H -4.15 2.93 5.13
47 H -4.89 2.44 2.60
48 H -5.19 1.24 3.90
49 H -3.16 1.26 1.98
50 H -5.24 0.48 1.55
51 H -5.00 -0.87 2.68
52 H -3.62 -0.15 0.03
53 H -4.42 -1.66 0.28
54 H -1.43 -0.93 -0.44
55 H -2.31 -2.50 -0.48
56 H -0.86 -2.34 0.56
57 C 5.93 7.67 -3.87
58 O 5.71 6.39 -3.18
59 C 4.87 6.47 -2.09
60 C 4.58 5.08 -1.36
61 N 4.05 4.04 -2.29
62 C 3.29 2.92 -1.74
63 C 2.94 1.76 -2.70
64 O 3.75 0.64 -2.61
65 C 3.40 -0.30 -1.66
66 H 6.88 7.87 -4.36
67 H 5.72 8.50 -3.19
68 H 5.29 7.62 -4.75
69 H 3.92 6.90 -2.42
70 H 5.38 7.11 -1.37
71 H 3.80 5.23 -0.61
72 H 5.52 4.80 -0.88
73 H 4.74 3.68 -2.92
74 H 2.34 3.32 -1.37
75 H 3.73 2.64 -0.79
76 H 3.05 2.14 -3.72
77 H 1.92 1.39 -2.67
78 H 3.58 0.08 -0.65
79 H 4.20 -1.03 -1.59
80 H 2.44 -0.82 -1.73

Summary:
Relative energy (zero: lowest compared OMol25 entry of this formula, charge and spin) ... 0.5058 eV
Expectation value of S² ... 0.75
Multiplicity ... 2
Electronic energy ... -2299.78238 Ha
Kohn-Sham gap (spin up / spin down) ... 4.9 / 7.8 eV


ORCA calculation (the ωB97M-V functional and the def2-TZVPD basis) on 9 unconnected molecules or ions with the total composition C32H58F3N3O13P at a distorted geometry.

Geometry (Å):
1 O 1.31 2.55 4.35
2 N 1.50 2.53 3.20
3 O 0.37 2.98 2.48
4 C -0.37 1.87 1.95
5 C 0.41 1.20 0.77
6 N 1.67 1.52 0.33
7 C 2.09 0.70 -0.74
8 C 3.48 0.76 -1.45
9 C 4.47 1.66 -0.61
10 C 5.88 0.94 -0.52
11 F 6.96 1.53 -1.13
12 C 6.03 -0.25 0.19
13 F 5.59 -1.48 -0.19
14 F 6.72 -0.22 1.38
15 C 0.97 -0.19 -1.02
16 N 0.00 0.19 -0.05
17 P -1.50 -0.70 -0.04
18 O -2.43 -0.20 1.00
19 O -1.09 -2.30 0.22
20 O -2.26 -0.68 -1.52
21 H -1.42 2.15 1.71
22 H -0.42 1.11 2.79
23 H 2.16 2.29 0.80
24 H 3.31 1.14 -2.50
25 H 3.88 -0.30 -1.51
26 H 4.17 1.83 0.46
27 H 4.57 2.69 -1.09
28 H 0.88 -0.98 -1.80
29 H -0.13 -2.31 0.42
30 H -2.71 -1.55 -1.58
31 C -1.97 -6.00 3.32
32 C -1.45 -4.60 3.18
33 O -0.39 -4.37 2.63
34 C -2.30 -3.49 3.74
35 H -1.26 -6.69 2.87
36 H -2.08 -6.25 4.37
37 H -2.93 -6.10 2.80
38 H -2.43 -3.63 4.82
39 H -3.27 -3.47 3.25
40 H -1.80 -2.53 3.57
41 C 3.89 6.56 -0.20
42 C 3.21 5.63 -1.17
43 O 3.25 4.42 -1.01
44 C 2.48 6.25 -2.33
45 H 4.38 5.98 0.58
46 H 4.65 7.14 -0.73
47 H 3.16 7.22 0.26
48 H 3.18 6.82 -2.94
49 H 1.68 6.89 -1.96
50 H 2.04 5.46 -2.94
51 C 0.83 9.92 -2.97
52 C 0.15 8.98 -3.94
53 O 0.19 7.78 -3.78
54 C -0.58 9.60 -5.10
55 H 1.32 9.34 -2.19
56 H 1.59 10.50 -3.50
57 H 0.10 10.58 -2.51
58 H 0.11 10.17 -5.72
59 H -1.38 10.25 -4.73
60 H -1.03 8.81 -5.71
61 C -5.40 -6.13 6.75
62 C -5.31 -5.89 5.26
63 O -4.44 -5.19 4.78
64 C -6.35 -6.55 4.40
65 H -4.59 -5.59 7.25
66 H -6.35 -5.76 7.13
67 H -5.30 -7.19 6.96
68 H -7.34 -6.20 4.67
69 H -6.29 -7.64 4.51
70 H -6.16 -6.30 3.35
71 C -7.17 1.26 -2.80
72 C -6.28 0.17 -2.27
73 O -6.05 -0.83 -2.91
74 C -5.68 0.38 -0.90
75 H -7.53 0.98 -3.79
76 H -8.03 1.40 -2.15
77 H -6.61 2.20 -2.89
78 H -6.47 0.48 -0.16
79 H -5.05 1.27 -0.90
80 H -5.06 -0.48 -0.64
81 C 5.42 -4.58 0.39
82 C 6.34 -5.66 0.90
83 O 6.56 -6.65 0.24
84 C 6.98 -5.45 2.25
85 H 5.04 -4.86 -0.59
86 H 4.58 -4.46 1.08
87 H 5.96 -3.64 0.30
88 H 6.21 -5.37 3.01
89 H 7.59 -4.55 2.23
90 H 7.62 -6.30 2.48
91 C 4.04 -8.70 -0.48
92 C 2.62 -8.25 -0.67
93 O 2.10 -8.24 -1.77
94 C 1.86 -7.80 0.55
95 H 4.46 -8.99 -1.44
96 H 4.63 -7.88 -0.07
97 H 4.07 -9.56 0.19
98 H 2.36 -6.95 1.01
99 H 1.79 -8.63 1.27
100 H 0.85 -7.51 0.27
101 C -4.94 5.59 -3.59
102 C -3.75 6.29 -2.97
103 O -3.85 6.86 -1.91
104 C -2.45 6.24 -3.72
105 H -5.81 5.70 -2.95
106 H -5.16 6.03 -4.56
107 H -4.72 4.53 -3.71
108 H -2.56 6.72 -4.70
109 H -2.12 5.21 -3.84
110 H -1.69 6.78 -3.16

Summary:
Relative energy (zero: lowest compared OMol25 entry of this formula, charge and spin) ... 3.0735 eV
Total charge ... +1
Multiplicity ... 1
Electronic energy ... -3037.03622 Ha
Kohn-Sham gap ... 6.9 eV


ORCA calculation (the ωB97M-V functional and the def2-TZVPD basis) on a molecular structure, C3H6N2O at a distorted geometry.

Geometry (Å):
1 N 1.40 -0.52 -0.91
2 C -0.92 0.15 -0.10
3 C 0.72 0.26 0.07
4 C -0.73 -0.57 1.20
5 O -1.60 1.41 -0.03
6 N 0.55 -0.49 1.29
7 H -1.37 1.87 -0.85
8 H 2.39 -0.29 -1.00
9 H 1.26 -1.52 -0.78
10 H -1.32 -0.49 -0.89
11 H 1.10 1.28 0.20
12 H -1.48 -1.10 1.79

Summary:
Relative energy (zero: lowest compared OMol25 entry of this formula, charge and spin) ... 2.7714 eV
Multiplicity ... 1
Electronic energy ... -302.59125 Ha
Kohn-Sham gap ... 9.8 eV


ORCA calculation (the ωB97M-V functional and the def2-TZVPD basis) on a single C20H24N6 molecule at a distorted geometry.

Geometry (Å):
1 N 2.83 -2.87 2.43
2 N 1.59 -3.45 0.41
3 C 2.39 -3.70 1.52
4 C 1.17 -2.24 0.28
5 C -5.01 -3.67 -3.41
6 C 2.24 0.62 2.39
7 C -4.08 -2.93 -2.68
8 C 2.77 -0.51 3.00
9 C 1.59 -1.18 1.18
10 C 1.47 0.20 1.25
11 C -0.72 -4.62 -3.05
12 C -2.04 -4.31 -3.26
13 C 0.05 -3.87 -2.20
14 C -1.79 -2.35 -1.90
15 C -2.63 -3.21 -2.66
16 C -0.48 -2.70 -1.57
17 N 2.39 -1.61 2.22
18 N 0.25 -1.85 -0.69
19 N -0.52 0.88 -0.07
20 N -2.08 4.66 0.46
21 C 0.90 1.14 0.21
22 C -1.05 1.49 -1.35
23 C -1.43 0.98 1.08
24 C -1.29 2.98 -1.06
25 C -1.65 2.46 1.41
26 C -2.15 3.22 0.18
27 H 2.65 -4.74 1.67
28 H -4.78 -4.51 -4.06
29 H -6.04 -3.44 -3.39
30 H 2.33 1.66 2.65
31 H -4.49 -2.10 -2.08
32 H 3.42 -0.54 3.89
33 H -0.24 -5.45 -3.57
34 H -2.62 -4.99 -3.90
35 H 1.08 -4.24 -2.01
36 H -2.22 -1.43 -1.45
37 H -0.14 -0.89 -0.57
38 H -1.15 4.99 0.70
39 H -2.51 5.22 -0.26
40 H 1.46 1.02 -0.74
41 H 0.99 2.20 0.50
42 H -0.39 1.38 -2.18
43 H -1.98 1.04 -1.69
44 H -1.09 0.56 1.99
45 H -2.36 0.49 0.79
46 H -0.31 3.51 -0.98
47 H -1.74 3.46 -1.94
48 H -0.65 2.87 1.64
49 H -2.39 2.59 2.23
50 H -3.18 2.91 -0.05

Summary:
SMILES string ... C=Cc1cccc(Nc2ncnn3ccc(CN4CCC(N)CC4)c23)c1
Relative energy (zero: lowest compared OMol25 entry of this formula, charge and spin) ... 1.9177 eV
Multiplicity ... 1
Electronic energy ... -1104.99900 Ha
Kohn-Sham gap ... 8.5 eV


ORCA calculation (the ωB97M-V functional and the def2-TZVPD basis) on 2 unconnected molecules or ions with the total composition C6H14NO at a distorted geometry.

Geometry (Å):
1 C -1.68 0.67 0.20
2 C -2.80 -0.19 0.20
3 C 0.02 -1.88 -0.40
4 C 1.31 0.69 -1.26
5 C 1.52 1.28 1.09
6 C 0.08 -0.56 0.37
7 N 1.35 0.17 0.14
8 O -1.33 1.77 0.09
9 H -2.94 -0.64 -0.79
10 H -2.59 -0.93 0.86
11 H -3.82 0.31 0.42
12 H 0.18 -1.77 -1.51
13 H -0.83 -2.44 -0.20
14 H 0.80 -2.66 -0.08
15 H 1.04 1.72 -1.27
16 H 2.32 0.66 -1.58
17 H 0.47 0.18 -1.87
18 H 0.64 1.96 1.27
19 H 1.88 0.93 2.12
20 H 2.37 2.01 0.66
21 H -0.12 -0.86 1.46
22 H 2.12 -0.43 0.10

Summary:
Relative energy (zero: lowest compared OMol25 entry of this formula, charge and spin) ... 3.2780 eV
Total charge ... +1
Multiplicity ... 1
Electronic energy ... -366.64677 Ha
Kohn-Sham gap ... 10.1 eV


ORCA calculation (the ωB97M-V functional and the def2-TZVPD basis) on 11 unconnected molecules or ions with the total composition H22O11 at a distorted geometry.

Geometry (Å):
1 O -3.39 8.87 7.30
2 H -4.32 8.91 7.10
3 H -3.12 8.00 7.00
4 O -3.64 11.66 8.23
5 H -3.19 12.09 7.50
6 H -3.40 10.73 8.14
7 O -0.89 9.60 4.63
8 H -0.14 9.00 4.60
9 H -0.56 10.42 4.26
10 O -2.53 13.42 6.36
11 H -2.76 13.63 5.45
12 H -1.64 13.07 6.31
13 O -6.26 11.71 4.53
14 H -5.33 11.55 4.42
15 H -6.33 12.18 5.37
16 O -3.22 8.50 3.52
17 H -2.30 8.75 3.39
18 H -3.70 9.33 3.43
19 O -1.10 13.75 2.95
20 H -1.56 13.19 2.32
21 H -0.51 14.28 2.41
22 O -3.42 14.55 4.11
23 H -4.12 14.73 3.48
24 H -2.64 14.44 3.58
25 O -0.11 11.94 6.02
26 H -0.40 11.13 6.45
27 H 0.81 11.77 5.80
28 O -2.92 6.71 5.59
29 H -3.15 7.50 5.10
30 H -3.65 6.11 5.43
31 O -3.40 11.04 4.59
32 H -2.87 11.83 4.43
33 H -2.82 10.47 5.09

Summary:
SMILES string ... O.O.O.O.O.O.O.O.O.O.O
Relative energy (zero: lowest compared OMol25 entry of this formula, charge and spin) ... 1.1864 eV
Multiplicity ... 1
Electronic energy ... -840.83653 Ha
Kohn-Sham gap ... 9.4 eV